# 1
{"formula": "C23H17BiF5N3S", "method": "the ωB97M-V functional and the def2-TZVPD basis", "max_force_ha_per_bohr": 0.0063, "total_energy_ha": -2162.9940, "homo_lumo_gap_ev": 6.423, "charge": 0, "molar_mass_g_mol": 671.45, "elements": ["Bi", "S", "F", "F", "F", "F", "F", "N", "N", "N", "C", "C", "C", "C", "C", "C", "C", "C", "C", "C", "C", "C", "C", "C", "C", "C", "C", "C", "C", "C", "C", "C", "C", "H", "H", "H", "H", "H", "H", "H", "H", "H", "H", "H", "H", "H", "H", "H", "H", "H"], "xyz": [[0.7397, 0.5605, -0.6529], [0.3686, -1.9060, 0.2631], [0.4065, -4.8133, 0.4688], [0.9784, -5.8918, -4.0544], [0.5783, -1.3983, -2.7886], [0.7313, -6.6488, -1.4532], [0.8928, -3.2410, -4.6862], [-1.6929, 0.7551, 1.2039], [-2.3347, -0.1349, -1.2563], [2.0705, 0.9210, 0.6783], [0.6278, -2.6965, -2.4115], [0.5390, -4.3990, -0.7926], [0.6996, -5.3558, -1.7739], [-3.9114, -0.5113, -3.0205], [4.6350, -0.1851, 0.8266], [-2.9664, 1.0495, 0.7145], [0.8274, -4.9764, -3.0994], [0.7864, -3.6346, -3.4146], [3.5316, 3.2827, 3.0892], [-3.3022, 0.5368, -0.5745], [-3.8731, 1.8337, 1.3781], [0.5148, -3.0315, -1.0718], [5.1694, 1.6539, 2.4665], [-4.5941, 0.7557, -1.0961], [4.2600, 1.0292, 1.6273], [-4.8768, 0.1906, -2.3607], [-5.5296, 1.5179, -0.3553], [2.9577, 1.5550, 1.5041], [1.2129, 3.2736, 2.1278], [-2.6374, -0.6332, -2.4286], [-5.1576, 2.0609, 0.8402], [2.5983, 2.7046, 2.2392], [4.8161, 2.7724, 3.2078], [0.4796, 2.6341, 2.6282], [3.2463, 4.1596, 3.6602], [4.5382, 0.0054, -0.2454], [5.6633, -0.4814, 1.0315], [-1.8411, -1.1550, -2.9522], [6.1720, 1.2480, 2.5498], [-3.6081, 2.2596, 2.3390], [0.9026, 3.3628, 1.0840], [-1.4103, -0.1966, 0.9957], [5.5337, 3.2443, 3.8671], [1.1699, 4.2607, 2.5869], [-6.5290, 1.6554, -0.7489], [3.9720, -1.0209, 1.0632], [-1.5294, 1.0001, 2.1686], [-4.1024, -0.9626, -3.9843], [-5.8606, 0.3327, -2.7925], [-5.8624, 2.6580, 1.4047]]}

# 2
{"formula": "C23H17Br2IN3OPd", "method": "the ωB97M-V functional and the def2-TZVPD basis", "max_force_ha_per_bohr": 0.0351, "spin_multiplicity": 3, "total_energy_ha": -6699.4777, "homo_lumo_gap_ev": [6.803, 6.802], "charge": 1, "molar_mass_g_mol": 744.54, "s2": 2.02, "elements": ["I", "Pd", "Br", "Br", "O", "N", "N", "N", "C", "C", "C", "C", "C", "C", "C", "C", "C", "C", "C", "C", "C", "C", "C", "C", "C", "C", "C", "C", "C", "C", "C", "H", "H", "H", "H", "H", "H", "H", "H", "H", "H", "H", "H", "H", "H", "H", "H", "H"], "xyz": [[-1.4104, 0.5720, -1.7799], [-0.1689, -0.1992, 0.6485], [1.4538, -0.0792, 2.8439], [1.5321, 1.8462, -0.2804], [0.1580, 4.3998, 5.1516], [0.1238, -2.2971, -0.0101], [-0.7291, -3.1033, 0.4141], [-0.5382, 1.6632, 2.1636], [1.8062, -1.7345, -1.6137], [0.7928, -3.5845, -3.4180], [-1.1341, 3.7057, 3.2393], [2.2873, 2.5881, -4.2719], [1.3428, 1.9344, -2.1692], [0.2181, -3.4747, -2.1651], [-1.5939, -1.3010, 1.7542], [1.1766, 2.0758, -4.9263], [-3.1049, -1.7983, 3.5489], [-3.0007, -3.1577, 3.2779], [-0.1107, 3.5339, 4.1737], [1.8509, -2.7612, -3.7816], [0.4149, 1.5114, 3.0703], [-1.4800, -2.6823, 1.4784], [0.1479, 1.4958, -4.2030], [-2.2027, -3.6043, 2.2469], [-1.3049, 2.7489, 2.2611], [2.3676, -1.8479, -2.8719], [2.3757, 2.5115, -2.8921], [-2.3884, -0.8682, 2.7923], [0.2263, 1.4300, -2.8199], [0.6818, 2.3862, 4.0921], [0.7068, -2.5233, -1.2667], [-0.7171, 1.0891, -4.7096], [-1.7862, 4.5687, 3.2780], [-3.5507, -3.8666, 3.8820], [-3.7499, -1.4487, 4.3453], [3.2109, -1.2285, -3.1502], [-2.4957, 0.1837, 3.0194], [-0.6127, -4.1010, -1.8712], [2.2852, -2.8373, -4.7698], [-0.4231, 5.1673, 5.1154], [2.2244, -1.0698, -0.8692], [3.0910, 3.0485, -4.8296], [0.4076, -4.3123, -4.1198], [1.4671, 2.2125, 4.8140], [-2.0921, 2.8388, 1.5223], [1.1057, 2.1346, -6.0038], [-2.1027, -4.6612, 2.0311], [3.2420, 2.8961, -2.3715]]}

# 3
{"formula": "C23H17BrIN5O6S2Ti", "method": "the ωB97M-V functional and the def2-TZVPD basis", "max_force_ha_per_bohr": 0.0286, "spin_multiplicity": 3, "total_energy_ha": -6129.5424, "homo_lumo_gap_ev": [4.757, 5.487], "charge": -2, "molar_mass_g_mol": 778.23, "s2": 2.04, "elements": ["I", "Br", "Ti", "S", "S", "O", "O", "O", "O", "O", "O", "N", "N", "N", "N", "N", "C", "C", "C", "C", "C", "C", "C", "C", "C", "C", "C", "C", "C", "C", "C", "C", "C", "C", "C", "C", "C", "C", "C", "H", "H", "H", "H", "H", "H", "H", "H", "H", "H", "H", "H", "H", "H", "H", "H", "H"], "xyz": [[2.9178, 1.7042, -0.0009], [-1.6689, -0.3670, -2.9975], [-0.6241, 0.1743, -0.6265], [-0.6377, 1.4789, 2.3152], [-3.6155, 0.0730, 0.8283], [-2.6598, 0.7093, -0.1331], [-1.4709, 2.6211, 2.0218], [-0.0156, 0.9251, 1.0618], [-4.4546, -0.9305, 0.2178], [-4.2858, 1.0554, 1.6478], [0.3677, 1.6879, 3.3256], [1.5795, 1.0697, -3.4092], [1.4024, 2.9114, -4.6182], [-1.7789, -2.4798, 0.0701], [-0.5933, 4.0070, -2.8610], [-0.5620, 2.2693, -1.5208], [-3.0588, -1.8977, 2.6420], [0.8685, -2.3284, -1.5327], [-2.3335, -0.8543, 1.9092], [0.9743, 2.2145, -3.5151], [2.3240, 2.1098, -5.2567], [-1.6771, 0.1269, 2.8377], [-1.4913, 3.1776, -1.0437], [2.2208, -1.3237, 0.1435], [-1.4346, -1.4203, 0.6661], [-0.0440, 2.7868, -2.6022], [2.3027, -3.7509, -0.2270], [3.7996, -0.4106, 1.8068], [-1.5302, 4.2554, -1.8714], [1.4525, -3.5867, -1.2750], [4.1207, -1.7070, 2.2626], [1.1272, -1.1856, -0.7964], [-2.7752, -0.8302, 4.7770], [2.9134, -0.2419, 0.7783], [2.7137, -2.6118, 0.5116], [2.4260, 0.9891, -4.4870], [-1.9485, 0.1225, 4.1846], [-3.2970, -1.8670, 3.9785], [3.6205, -2.7778, 1.5894], [1.1511, -4.4430, -1.8708], [-3.4217, -2.7326, 2.0570], [1.0371, 3.7657, -4.9922], [-1.4750, 0.8737, 4.8049], [2.6867, -4.7258, 0.0551], [-2.0342, 2.9691, -0.1365], [-3.8625, -2.6722, 4.4362], [0.0797, -2.2912, -2.2739], [-2.6373, -2.9364, 0.3945], [3.0556, 0.1295, -4.6371], [2.8133, 2.4205, -6.1625], [3.9064, -3.7880, 1.8654], [-2.1101, 5.1589, -1.8420], [-0.4703, 4.5557, -3.6886], [4.2799, 0.4517, 2.2469], [-2.9687, -0.7991, 5.8418], [4.7960, -1.8345, 3.1005]]}

# 4
{"formula": "C23H17N5O2PdS", "method": "the ωB97M-V functional and the def2-TZVPD basis", "max_force_ha_per_bohr": 0.0157, "total_energy_ha": -1836.9899, "homo_lumo_gap_ev": [6.559, 6.556], "charge": 0, "molar_mass_g_mol": 533.91, "elements": ["Pd", "S", "O", "O", "N", "N", "N", "N", "N", "C", "C", "C", "C", "C", "C", "C", "C", "C", "C", "C", "C", "C", "C", "C", "C", "C", "C", "C", "C", "C", "C", "C", "H", "H", "H", "H", "H", "H", "H", "H", "H", "H", "H", "H", "H", "H", "H", "H", "H"], "xyz": [[0.1799, 1.4440, 0.9967], [2.3621, 0.8059, 0.9036], [-3.3114, 3.3251, 0.5672], [-1.8052, 1.7561, 1.0886], [3.6878, 0.1828, 4.5417], [0.0886, 3.0176, -0.3621], [0.2691, 0.2298, 2.6972], [1.3383, 0.0454, 3.2981], [3.6261, 0.4309, 3.2167], [2.6802, -0.0214, 6.7217], [1.2984, 2.3549, 6.3767], [-0.4918, 5.5319, -1.4696], [-1.4363, 4.8409, -0.7825], [1.7831, 5.6286, -2.3957], [-3.1003, -1.1471, 3.3123], [1.8686, 0.4672, 7.7385], [2.1176, 1.8851, 5.3661], [-1.9885, -0.6470, 2.6530], [1.1668, 1.6495, 7.5688], [1.0521, 3.6829, -1.0979], [2.8039, 0.6828, 5.5330], [-3.1084, -1.2370, 4.6960], [3.2562, 3.7715, -2.0791], [-2.1932, 2.8567, 0.5416], [-1.1047, 3.5899, -0.2401], [-0.8768, -0.3468, 4.7848], [2.4921, 0.4482, 2.6161], [2.3128, 3.1033, -1.3530], [-1.9983, -0.8346, 5.4300], [3.0002, 5.0540, -2.6034], [-0.8855, -0.2575, 3.3955], [0.7830, 4.9573, -1.6524], [-1.9753, -0.5545, 1.5779], [3.2052, -0.9613, 6.8383], [-0.7014, 6.5058, -1.8953], [0.7634, 3.2854, 6.2366], [-3.9653, -1.4551, 2.7409], [2.5347, 2.1299, -0.9589], [2.2234, 2.4440, 4.4448], [-3.9846, -1.6148, 5.2068], [4.6395, 0.0509, 4.8376], [4.2162, 3.3031, -2.2525], [1.7769, -0.0926, 8.6603], [0.5240, 2.0225, 8.3548], [1.5501, 6.6052, -2.8020], [-2.0069, -0.8973, 6.5102], [-0.0077, -0.0249, 5.3421], [3.7611, 5.5685, -3.1747], [-2.4422, 5.1956, -0.6141]]}

ΔE to the lowest compared entry with this formula, charge and spin in eV, matching the order above: 0.444 0.000 2.719 0.000